{"formula": "C40H46NO5P", "method": "ωB97M-V/def2-TZVPD", "molar_mass_g_mol": 651.78, "spin_multiplicity": 1, "symbols": ["C", "C", "C", "C", "C", "C", "C", "C", "P", "N", "O", "O", "C", "O", "O", "C", "O", "H", "H", "H", "H", "H", "H", "H", "H", "H", "H", "H", "H", "H", "H", "H", "H", "C", "C", "C", "C", "C", "C", "H", "H", "H", "H", "H", "H", "C", "C", "C", "C", "C", "C", "H", "H", "H", "H", "H", "H", "C", "C", "C", "C", "C", "C", "H", "H", "H", "H", "H", "H", "C", "C", "C", "C", "C", "C", "H", "H", "H", "H", "H", "H", "C", "C", "C", "C", "C", "C", "H", "H", "H", "H", "H", "H"], "positions_angstrom": [[7.797123, -1.716291, 2.371154], [7.081069, -3.205887, 2.114383], [5.960903, -3.559467, 3.257271], [5.108537, -4.931198, 2.990017], [4.512636, -5.035352, 1.471936], [3.076504, -4.345480, 1.417652], [2.887433, -2.756367, 1.212595], [2.232183, -1.817965, 2.217853], [1.692348, -2.126558, 4.036655], [0.472409, -1.218041, 4.578122], [3.125981, -1.522185, 4.905208], [1.534636, -3.787842, 4.504360], [1.958588, -0.528170, 1.280759], [0.819311, 0.113785, 1.383341], [2.645407, -0.398073, -0.012452], [3.362610, -1.682467, 0.102938], [4.604173, -1.721280, -0.310396], [7.096406, -1.177320, 3.164032], [7.812012, -1.129106, 1.343484], [8.879055, -1.928188, 2.763092], [6.631102, -3.124767, 1.013787], [7.924424, -4.047078, 2.045942], [5.239942, -2.640525, 3.472189], [6.561556, -3.738881, 4.272174], [4.280119, -5.124247, 3.830732], [5.872431, -5.842039, 3.105175], [4.333684, -6.210710, 1.298705], [5.205004, -4.701555, 0.604403], [2.361545, -4.696966, 2.289497], [2.578707, -4.806690, 0.431747], [0.118403, -0.703551, 3.745980], [3.743884, -2.279245, 5.126636], [2.098195, -3.893596, 5.352931], [-3.492885, 1.983566, 3.576532], [-3.204265, 2.680006, 4.749767], [-1.894281, 3.070853, 5.025351], [-0.871073, 2.761241, 4.129016], [-1.158195, 2.056656, 2.960228], [-2.468790, 1.669053, 2.682760], [-4.514751, 1.685038, 3.358854], [-4.001110, 2.919113, 5.449591], [-1.670275, 3.616592, 5.938167], [0.149191, 3.067854, 4.342173], [-0.359986, 1.810048, 2.264385], [-2.692748, 1.122041, 1.770766], [-3.783748, 4.852917, 1.609120], [-4.083476, 6.214865, 1.600755], [-5.017601, 6.718601, 0.696084], [-5.649522, 5.860379, -0.204115], [-5.342943, 4.499882, -0.202019], [-4.411577, 3.995461, 0.705175], [-3.060817, 4.459652, 2.318646], [-3.589229, 6.884193, 2.300474], [-5.253452, 7.779544, 0.692158], [-6.379226, 6.252092, -0.907307], [-5.830911, 3.831784, -0.907485], [-4.174509, 2.934847, 0.708259], [1.613525, -0.896413, -5.547938], [2.439193, -1.099692, -4.442605], [2.044899, -0.646816, -3.183954], [0.825739, 0.013865, -3.031054], [0.004277, 0.225388, -4.138033], [0.396802, -0.230800, -5.396088], [1.917964, -1.255339, -6.527327], [3.390452, -1.612261, -4.562045], [2.687092, -0.808445, -2.322149], [0.517084, 0.364524, -2.050159], [-0.943204, 0.745521, -4.020169], [-0.244536, -0.067963, -6.258226], [-0.353134, -4.509595, -1.409394], [-0.496503, -5.757064, -0.802701], [-0.717852, -6.891543, -1.582913], [-0.800279, -6.777995, -2.970911], [-0.666187, -5.529142, -3.576989], [-0.441080, -4.395141, -2.797083], [-0.173977, -3.626818, -0.801675], [-0.434850, -5.845335, 0.279100], [-0.826130, -7.864087, -1.109968], [-0.970137, -7.662018, -3.579219], [-0.736320, -5.439522, -4.658285], [-0.334263, -3.422347, -3.269708], [-5.178528, 7.402881, -3.930921], [-4.900854, 6.081793, -3.581016], [-5.096848, 5.058197, -4.507625], [-5.575112, 5.355297, -5.784036], [-5.861627, 6.675343, -6.130924], [-5.662083, 7.699449, -5.205573], [-5.019338, 8.200981, -3.210915], [-4.530581, 5.849817, -2.585540], [-4.877092, 4.029121, -4.235682], [-5.725459, 4.558371, -6.507011], [-6.240013, 6.906455, -7.123678], [-5.883178, 8.728358, -5.476823]], "atomic_forces_ev_per_a": [[-0.824, -1.141, -0.017], [0.197, 0.428, -1.038], [0.423, -0.216, 0.845], [1.427, -0.525, -0.319], [-0.491, -1.280, 1.104], [-1.550, -0.304, -2.232], [-2.133, 3.668, 3.594], [2.649, -2.569, -5.123], [-0.514, 2.491, 2.647], [2.149, -1.797, -2.522], [-1.543, -3.265, -1.305], [2.343, 2.685, 0.607], [-7.847, 2.207, 0.113], [6.868, -3.081, -0.119], [0.247, -4.469, 4.373], [7.620, -0.103, -0.953], [-7.325, -0.155, 1.582], [1.870, -0.810, -1.690], [0.075, -1.133, 2.374], [-2.122, 0.866, -0.610], [0.617, -0.372, 2.552], [-1.948, 1.725, 0.365], [1.499, -1.775, -0.778], [-1.277, 0.491, -2.061], [1.620, 0.602, -2.048], [-1.569, 1.991, -0.191], [0.164, 2.698, 0.265], [-1.114, -0.308, 1.823], [1.688, 1.008, -1.600], [0.828, 1.107, 1.995], [0.013, -0.135, 0.708], [-0.712, 1.262, -0.456], [-1.331, 0.111, -1.877], [0.197, -0.030, 0.056], [0.092, -0.035, -0.102], [-0.017, -0.075, -0.163], [-0.242, -0.027, -0.007], [-0.021, 0.093, -0.005], [0.005, 0.085, 0.246], [0.126, 0.048, 0.037], [0.117, -0.029, -0.115], [-0.037, -0.083, -0.125], [-0.131, -0.061, -0.027], [-0.216, 0.078, 0.170], [0.057, 0.054, 0.111], [-0.056, 0.082, -0.098], [-0.084, -0.124, -0.124], [0.014, -0.184, -0.028], [0.082, -0.013, 0.197], [0.077, 0.078, 0.138], [-0.054, 0.219, -0.018], [-0.092, 0.034, -0.104], [-0.074, -0.110, -0.098], [0.023, -0.145, 0.001], [0.093, -0.055, 0.087], [0.055, 0.101, 0.091], [-0.025, 0.169, 0.018], [-0.065, 0.071, 0.163], [-0.143, 0.038, 0.006], [-0.114, -0.025, -0.138], [0.063, -0.080, -0.120], [0.114, -0.093, -0.027], [0.116, -0.049, 0.137], [-0.035, 0.061, 0.131], [-0.143, 0.074, 0.025], [-0.099, 0.083, -0.288], [0.058, -0.029, -0.100], [0.151, -0.080, -0.013], [0.090, -0.020, 0.124], [-0.005, -0.174, -0.138], [0.039, 0.010, -0.152], [0.026, 0.134, -0.100], [0.024, 0.157, 0.136], [0.018, -0.019, 0.172], [0.001, -0.107, 0.066], [-0.058, -0.071, -0.071], [-0.024, 0.008, -0.139], [0.009, 0.142, -0.067], [0.014, 0.119, 0.085], [0.018, -0.006, 0.175], [0.006, -0.108, 0.061], [-0.064, -0.148, -0.168], [0.024, 0.013, -0.123], [-0.061, 0.199, -0.085], [0.016, 0.131, 0.149], [0.060, -0.032, 0.132], [0.038, -0.172, 0.073], [-0.020, -0.110, -0.080], [-0.034, 0.048, -0.217], [-0.021, 0.143, -0.030], [0.011, 0.106, 0.092], [0.066, -0.036, 0.152], [0.033, -0.146, 0.031]]}

=====

{"formula": "C42H46N4OPdS2", "method": "ωB97M-V/def2-TZVPD", "molar_mass_g_mol": 793.41, "spin_multiplicity": 1, "charge": -2, "symbols": ["Pd", "C", "C", "C", "C", "C", "C", "C", "N", "C", "C", "C", "C", "C", "C", "C", "N", "C", "C", "C", "C", "H", "H", "H", "H", "H", "H", "H", "H", "H", "H", "H", "H", "H", "H", "H", "H", "H", "H", "H", "H", "H", "H", "H", "H", "C", "S", "C", "O", "H", "H", "H", "H", "H", "H", "N", "C", "N", "C", "C", "C", "C", "C", "C", "S", "H", "H", "H", "H", "H", "H", "C", "C", "C", "C", "C", "C", "C", "C", "C", "C", "C", "C", "C", "C", "C", "H", "H", "H", "H", "H", "H", "H", "H", "H", "H"], "positions_angstrom": [[0.724760, -0.166015, -0.167076], [1.073607, -5.308283, 4.939141], [-0.058137, -5.101867, 3.928487], [-0.127638, -6.349706, 3.035264], [-1.371025, -4.974519, 4.713487], [0.167243, -3.862258, 3.058716], [1.391927, -3.088684, 3.128370], [1.541101, -2.038185, 2.253183], [0.653523, -1.656238, 1.343622], [-0.605104, -2.326872, 1.298348], [-0.778414, -3.469729, 2.171800], [-1.535286, -1.823980, 0.433802], [-2.786652, -2.476598, 0.103272], [-3.670246, -1.946975, -0.773986], [-3.337243, -0.680210, -1.381936], [-2.121805, -0.113429, -1.107894], [-1.224423, -0.608529, -0.242761], [-4.946260, -2.658713, -1.202554], [-5.203705, -3.941634, -0.410198], [-6.153409, -1.731229, -0.999194], [-4.834418, -3.026947, -2.689587], [0.871993, -6.197307, 5.544265], [1.162938, -4.450279, 5.607948], [2.029932, -5.451807, 4.433734], [-0.242713, -7.255452, 3.642319], [0.786542, -6.441108, 2.445008], [-0.968495, -6.285301, 2.344136], [-1.542985, -5.866565, 5.326597], [-2.220447, -4.852436, 4.041993], [-1.333582, -4.102649, 5.369627], [2.189570, -3.321671, 3.817292], [2.465810, -1.461277, 2.273286], [-1.714205, -4.012720, 2.102846], [-2.973115, -3.442035, 0.553133], [-3.995833, -0.192860, -2.087392], [-1.829185, 0.810448, -1.590976], [-5.270525, -3.734945, 0.660026], [-4.411206, -4.674734, -0.570368], [-6.148852, -4.388389, -0.733169], [-6.239054, -1.456293, 0.054343], [-7.077586, -2.231310, -1.306726], [-6.050621, -0.813927, -1.578157], [-3.990539, -3.702132, -2.843673], [-4.665078, -2.138499, -3.298479], [-5.748220, -3.521445, -3.036741], [-1.199864, 1.937811, 2.857039], [0.370045, 1.101915, 3.199891], [0.896020, 2.219701, 4.542305], [1.243849, 1.436237, 2.054905], [-1.849756, 1.883173, 3.730869], [-1.640184, 1.401786, 2.015991], [-0.986267, 2.966958, 2.569244], [0.254587, 2.097851, 5.415454], [0.876299, 3.242245, 4.166885], [1.918097, 1.930560, 4.781241], [2.915913, -2.396793, -0.535640], [3.487322, -1.172017, -0.375755], [2.848875, -0.048582, -0.254484], [3.703767, 1.042971, -0.275224], [3.316624, 2.377105, -0.179139], [4.293162, 3.352539, -0.236763], [5.644836, 3.025083, -0.368868], [6.043418, 1.700108, -0.445524], [5.058936, 0.724745, -0.403249], [5.237385, -1.007072, -0.526441], [1.911052, -2.348604, -0.356333], [3.369017, -3.151465, -0.042990], [2.262214, 2.604514, -0.099058], [4.000747, 4.394069, -0.197559], [6.389122, 3.809142, -0.432822], [7.086891, 1.435004, -0.561633], [0.653850, 1.253737, -1.550453], [0.716993, 2.308910, -2.160563], [0.803583, 3.568617, -2.838232], [1.398807, 3.568382, -4.150980], [1.191339, 4.578298, -5.126259], [1.781246, 4.526089, -6.377825], [2.599441, 3.464396, -6.749466], [2.783227, 2.433515, -5.827388], [2.200783, 2.475675, -4.577164], [0.331181, 4.721561, -2.132667], [-0.442879, 4.573841, -0.943923], [-0.924835, 5.656878, -0.238907], [-0.660373, 6.967506, -0.640925], [0.153153, 7.144367, -1.757302], [0.644411, 6.068492, -2.474525], [0.509029, 5.388051, -4.909315], [1.587501, 5.326079, -7.087192], [3.064558, 3.432696, -7.728274], [3.398463, 1.579923, -6.096156], [2.347684, 1.658711, -3.881472], [-0.648568, 3.567224, -0.600565], [-1.520491, 5.485292, 0.653555], [-1.060309, 7.816374, -0.098153], [0.426588, 8.150461, -2.064460], [1.330571, 6.261232, -3.286911]], "atomic_forces_ev_per_a": [[0.113, -0.124, -0.050], [-0.035, 0.000, -0.029], [-0.005, -0.033, 0.033], [0.008, 0.011, 0.042], [0.035, -0.010, -0.011], [-0.132, 0.093, -0.126], [0.090, -0.054, 0.001], [0.114, 0.003, 0.156], [-0.145, 0.232, -0.568], [-0.200, 0.172, -0.061], [0.105, -0.102, 0.050], [0.167, -0.033, 0.197], [-0.181, 0.015, -0.004], [0.145, 0.000, 0.065], [-0.033, 0.017, -0.011], [-0.147, 0.090, 0.029], [0.065, -0.167, -0.063], [-0.057, -0.047, 0.031], [-0.003, 0.031, -0.025], [0.046, -0.011, 0.002], [-0.021, 0.025, 0.018], [-0.009, 0.004, 0.004], [0.030, -0.001, -0.002], [0.014, 0.006, 0.021], [-0.005, -0.003, -0.010], [-0.007, -0.008, -0.010], [0.009, 0.009, -0.014], [0.007, 0.002, 0.003], [-0.011, 0.006, 0.011], [-0.021, 0.004, -0.001], [0.000, 0.045, 0.002], [-0.038, 0.032, -0.018], [0.006, -0.022, 0.001], [0.000, -0.003, 0.002], [0.020, 0.016, -0.003], [0.090, -0.037, -0.035], [0.008, -0.013, 0.001], [0.006, 0.000, 0.012], [0.004, -0.007, -0.002], [-0.023, 0.018, -0.004], [0.000, -0.004, -0.003], [-0.005, 0.011, 0.014], [0.000, -0.001, -0.015], [0.004, -0.007, -0.006], [-0.002, 0.006, 0.002], [0.175, -0.230, -0.022], [-0.375, 0.249, 0.230], [-0.056, -0.186, -0.251], [0.458, 0.240, 0.100], [-0.011, -0.004, -0.003], [-0.016, -0.017, -0.015], [0.024, 0.012, 0.007], [-0.021, -0.005, -0.014], [0.000, 0.018, 0.009], [-0.006, 0.016, 0.042], [-0.085, 0.114, 0.039], [0.486, 0.241, -0.322], [-0.366, -0.610, 0.160], [0.185, 0.373, 0.039], [-0.118, -0.072, -0.001], [0.038, 0.058, 0.009], [0.015, -0.125, -0.022], [0.034, 0.125, -0.011], [-0.114, -0.154, 0.024], [-0.182, -0.026, 0.087], [0.009, -0.093, 0.110], [0.008, -0.008, -0.022], [0.039, 0.047, 0.004], [-0.041, -0.009, 0.004], [-0.006, 0.014, 0.019], [0.001, -0.003, 0.014], [-0.103, -0.090, 0.253], [-0.004, -0.028, -0.084], [0.061, -0.114, -0.024], [-0.038, 0.072, 0.056], [0.016, -0.010, -0.014], [0.019, -0.026, 0.008], [0.028, 0.014, -0.047], [-0.007, 0.029, -0.013], [-0.006, -0.001, 0.001], [0.032, 0.002, -0.031], [-0.009, 0.009, 0.005], [0.023, 0.037, -0.015], [-0.010, 0.059, 0.003], [-0.018, -0.021, 0.051], [-0.003, -0.010, 0.026], [0.021, 0.017, -0.003], [-0.029, 0.004, 0.011], [-0.005, -0.010, 0.003], [-0.003, -0.013, 0.027], [0.000, -0.007, -0.007], [-0.024, 0.004, 0.001], [-0.022, -0.041, -0.017], [0.026, -0.010, 0.024], [0.011, -0.009, -0.024], [-0.036, 0.015, -0.023]]}

=====

The records above give, respectively, ΔE to the lowest compared entry with this formula, charge and spin values of 145.4; 19.3 kcal per mole.
The records above give, respectively, HOMO values of -8.94; 0.44 eV.